{
  "formula": "C21H17N5S2TeV",
  "method": "ωB97M-V with the def2-TZVPD basis set",
  "symbols": ["V", "C", "C", "N", "N", "C", "N", "S", "C", "C", "C", "C", "C", "N", "H", "H", "H", "H", "H", "H", "H", "H", "H", "S", "C", "C", "C", "C", "C", "C", "N", "C", "C", "C", "C", "C", "C", "C", "H", "H", "H", "H", "H", "H", "H", "H", "Te"],
  "coordinates": [[-0.215, 1.076, -0.916], [-1.193, 1.070, 3.303], [-1.226, 1.178, 1.812], [-0.152, 0.880, 1.078], [1.044, 0.660, 1.766], [1.315, -0.549, 2.149], [2.568, -0.659, 2.792], [0.392, -1.999, 2.005], [-2.323, 1.612, 1.058], [-3.603, 1.974, 1.557], [-4.575, 2.421, 0.714], [-4.286, 2.530, -0.676], [-3.041, 2.167, -1.110], [-2.068, 1.694, -0.305], [-1.000, 0.036, 3.599], [-2.131, 1.401, 3.748], [-0.378, 1.679, 3.702], [3.214, 0.045, 2.454], [2.926, -1.597, 2.701], [-3.797, 1.887, 2.618], [-5.551, 2.695, 1.098], [-5.015, 2.905, -1.381], [-2.758, 2.259, -2.152], [2.413, -2.682, -1.372], [3.492, -1.438, -0.822], [4.846, -1.521, -0.511], [5.489, -0.371, -0.091], [4.795, 0.842, 0.007], [3.451, 0.926, -0.299], [2.794, -0.232, -0.708], [1.452, -0.322, -1.033], [1.111, -1.524, -1.388], [-0.259, -1.809, -1.774], [-0.655, -3.076, -2.203], [-1.970, -3.286, -2.572], [-2.865, -2.219, -2.496], [-2.451, -0.971, -2.056], [-1.128, -0.703, -1.673], [5.378, -2.461, -0.590], [6.542, -0.411, 0.163], [5.322, 1.732, 0.330], [2.892, 1.851, -0.239], [0.058, -3.894, -2.237], [-2.301, -4.264, -2.903], [-3.904, -2.373, -2.775], [-3.193, -0.182, -1.994], [0.544, 3.023, -2.379]],
  "forces_ev_per_a": [[-0.41, 0.25, 0.49], [0.05, -0.01, 0.00], [-0.51, 0.15, 0.09], [0.24, 0.02, -0.93], [-0.03, 0.01, 0.01], [-0.01, -0.02, -0.01], [0.00, 0.01, 0.00], [0.01, 0.01, -0.01], [0.29, -0.09, 0.15], [-0.07, 0.05, -0.04], [0.00, 0.00, 0.07], [0.18, -0.06, -0.04], [-0.33, 0.12, -0.16], [0.66, -0.36, 0.08], [-0.01, 0.00, 0.03], [0.00, 0.00, 0.00], [-0.01, 0.01, 0.02], [0.00, 0.00, 0.00], [0.00, 0.00, 0.00], [0.00, 0.00, 0.00], [0.00, 0.00, 0.00], [0.00, 0.00, -0.01], [-0.01, 0.00, 0.00], [0.01, -0.01, -0.01], [0.00, 0.00, 0.00], [0.00, 0.00, 0.00], [0.00, 0.00, 0.00], [0.00, 0.00, 0.00], [-0.01, -0.01, -0.01], [0.01, 0.02, -0.01], [-0.12, 0.13, 0.05], [-0.08, -0.12, -0.04], [0.11, -0.01, 0.04], [-0.03, -0.01, 0.00], [0.04, -0.03, 0.00], [0.00, 0.06, 0.01], [-0.05, 0.00, -0.04], [0.13, 0.20, 0.03], [0.00, 0.00, 0.00], [0.00, 0.00, 0.00], [0.00, 0.00, 0.00], [0.00, 0.00, 0.01], [0.00, 0.00, 0.00], [0.00, 0.00, 0.00], [0.00, 0.01, 0.01], [0.00, 0.00, 0.00], [-0.05, -0.32, 0.20]],
  "total_charge": -2,
  "homo_ev": [0.248, 0.194],
  "orbital_gap_ev": [4.103, 4.158],
  "total_energy_ha": -3092.686025,
  "spin_multiplicity": 2,
  "de_lowest_ev": 0.000,
  "largest_force_ev_per_a": 0.96,
  "s_squared": 0.839
}